1.
Here is a molecular structure, C27H52N3O2P2Pm in a non-equilibrium geometry from the OMol25 dataset. Energies are from the ωB97M-V functional and the def2-TZVPD basis.

Element x y z (Å)
Pm: 1.135 0.048 0.342
P: 2.970 1.341 -1.102
P: 0.862 -1.257 2.648
N: 3.335 -1.361 0.488
C: 3.793 -0.218 -1.697
H: 3.564 -0.345 -2.766
H: 4.885 -0.072 -1.641
C: 3.445 -1.535 -0.957
H: 2.469 -1.940 -1.281
H: 4.195 -2.303 -1.231
C: 3.187 -2.530 1.407
H: 3.832 -2.375 2.286
H: 3.575 -3.432 0.909
C: 1.707 -2.721 1.847
H: 1.637 -3.558 2.554
H: 1.120 -3.018 0.955
C: -0.951 -1.536 2.889
C: -1.798 -0.993 1.742
H: -1.755 -1.594 0.831
H: -1.537 0.045 1.500
H: -2.855 -0.938 2.017
C: 1.720 -0.901 4.199
C: 1.331 0.479 4.753
H: 2.210 0.985 5.166
H: 0.592 0.406 5.555
H: 0.941 1.154 3.982
C: 4.205 2.609 -0.709
C: 3.580 3.989 -0.541
H: 4.242 4.645 0.026
H: 2.644 3.975 0.021
H: 3.394 4.486 -1.492
C: 1.867 1.933 -2.472
C: 0.882 3.032 -2.073
H: 0.073 3.085 -2.810
H: 1.348 4.020 -2.031
H: 0.401 2.864 -1.107
C: 0.754 2.129 1.596
C: 1.488 -2.099 5.119
H: 0.763 -2.838 4.750
H: 2.423 -2.649 5.275
H: 1.149 -1.786 6.110
C: 5.336 2.494 -1.724
H: 5.700 3.470 -2.050
H: 6.199 1.974 -1.298
H: 5.080 1.944 -2.635
C: 2.707 2.327 -3.668
H: 2.069 2.615 -4.511
H: 3.338 3.193 -3.447
H: 3.347 1.516 -4.029
C: -1.403 -0.888 4.177
H: -1.213 0.186 4.138
H: -2.481 -0.984 4.310
H: -0.930 -1.282 5.076
H: -1.065 -2.621 2.925
H: 1.278 1.041 -2.742
H: 2.789 -0.854 3.944
H: 4.572 2.305 0.281
O: 0.314 3.118 2.020
H: 4.084 -0.747 0.831
H: 2.623 0.971 1.778
C: -6.806 -1.813 -3.745
C: -5.745 -2.530 -2.928
N: -4.869 -1.622 -2.234
C: -5.530 -0.768 -1.242
C: -4.954 -0.807 0.165
C: -3.537 -1.674 -2.482
O: -3.016 -2.625 -3.146
C: -2.730 -0.513 -2.015
C: -3.249 0.780 -2.064
C: -2.684 1.783 -1.307
C: -1.506 1.458 -0.632
N: -0.795 0.338 -0.938
C: -1.431 -0.722 -1.563
H: -7.436 -1.176 -3.113
H: -7.441 -2.567 -4.218
H: -6.350 -1.195 -4.529
H: -6.240 -3.138 -2.156
H: -5.119 -3.152 -3.570
H: -5.565 0.276 -1.591
H: -6.560 -1.139 -1.237
H: -3.948 -0.379 0.204
H: -5.596 -0.204 0.821
H: -4.926 -1.836 0.547
H: -4.115 0.958 -2.723
H: -3.086 2.793 -1.203
H: -1.069 2.128 0.110
H: -0.868 -1.662 -1.644

Force components x, y, z for each atom (eV/Å):
1.9 -0.8 0.7
-0.7 0.5 0.4
0.6 0.9 -0.2
0.3 1.0 0.9
0.4 -0.1 -0.3
0.1 0.0 0.3
-0.4 0.0 0.0
0.0 -0.6 -0.1
0.1 0.0 -0.3
-0.3 0.3 0.0
0.0 0.3 -0.2
-0.3 0.1 -0.3
-0.4 0.1 0.2
-0.1 -0.5 0.1
0.0 -0.1 -0.3
0.0 0.0 0.3
0.1 -1.0 0.2
0.0 0.1 -0.2
0.1 0.0 0.1
0.1 -0.1 0.1
0.2 -0.2 0.2
0.0 -0.3 0.0
0.1 0.4 0.3
-0.1 -0.2 0.0
0.1 0.0 -0.2
0.1 -0.2 0.2
0.3 -0.5 0.2
-0.1 0.4 0.0
0.2 -0.1 -0.1
0.0 -0.2 0.0
0.0 -0.1 -0.1
0.5 -0.3 -0.2
-0.1 0.3 0.0
0.2 0.0 0.0
0.0 -0.2 -0.1
0.3 0.0 -0.1
-2.0 3.4 1.1
0.4 -0.6 0.9
0.1 0.2 0.1
-0.2 0.1 0.0
0.0 0.0 -0.1
1.0 0.2 -0.4
0.0 0.0 0.1
-0.1 0.1 0.0
0.0 0.2 0.2
-0.1 0.4 -0.9
0.0 0.0 0.1
-0.1 -0.1 0.0
-0.1 0.1 0.1
-0.3 0.4 0.6
0.0 0.0 0.0
0.0 -0.2 -0.1
0.0 0.0 -0.2
-0.3 -0.1 0.2
0.1 0.0 0.0
-0.3 0.0 -0.2
-0.1 0.0 -0.2
2.0 -3.0 -0.9
-0.5 -0.4 -0.2
-0.7 0.0 -0.4
0.0 0.1 -0.1
-0.4 -0.8 -0.1
1.0 0.7 0.3
-0.2 0.4 -0.2
-0.1 -0.2 0.1
0.1 -2.7 -2.2
-0.7 2.7 1.9
0.7 -0.8 -0.1
-0.4 0.2 -0.7
0.6 0.1 0.5
0.1 -0.5 -1.1
-2.3 -0.4 -0.2
0.0 2.3 0.5
0.0 -0.1 -0.2
0.0 0.2 0.0
-0.1 -0.1 0.2
0.1 -0.2 -0.3
-0.2 -0.1 0.2
-0.3 -0.4 0.2
0.2 0.3 0.3
-0.2 -0.1 0.0
0.2 -0.2 -0.1
0.0 0.2 0.0
0.5 0.0 0.6
-0.1 -0.5 -0.1
-0.2 -0.1 -0.5
-0.5 0.3 -0.2

Results
E_LUMO (spin up / spin down): -6.18 / -6.03 eV
2S+1: 5
Net charge: +2
Expectation value of S²: 6.0082
Energy above the lowest of the compared OMol25 structures with the same formula, charge and spin: 0.493 eV
F_max: 4.1 eV Å⁻¹

---

2.
Here is 9 unconnected molecules or ions with the total composition C27H52O27 in a non-equilibrium geometry from the OMol25 dataset. Energies are from the ωB97M-V functional and the def2-TZVPD basis.

Element x y z (Å)
C: -23.672 4.229 -2.184
C: -22.273 4.005 -1.656
O: -21.790 5.279 -1.770
C: -22.545 6.101 -2.438
O: -22.299 7.243 -2.805
O: -23.719 5.531 -2.633
H: -24.391 4.039 -1.387
H: -23.925 3.451 -2.904
H: -21.684 3.233 -2.150
H: -22.225 3.791 -0.588
C: -22.899 7.920 2.805
O: -23.909 6.890 2.814
C: -24.269 6.189 3.940
O: -23.801 6.388 5.056
O: -25.168 5.283 3.582
C: -25.710 4.308 4.439
H: -23.231 8.759 2.193
H: -21.942 7.467 2.545
H: -22.902 8.502 3.727
H: -26.453 3.643 3.999
H: -26.304 4.683 5.272
H: -24.948 3.671 4.888
C: -23.926 -3.158 0.665
O: -22.472 -3.245 0.561
C: -21.821 -3.081 -0.543
O: -22.132 -2.679 -1.639
O: -20.565 -3.271 -0.223
C: -19.567 -3.195 -1.189
H: -24.307 -2.347 0.045
H: -24.083 -3.065 1.740
H: -24.425 -4.058 0.308
H: -18.639 -3.668 -0.870
H: -19.241 -2.180 -1.416
H: -19.629 -3.747 -2.127
C: -15.373 -3.737 -9.591
O: -14.309 -2.993 -10.086
C: -14.183 -1.640 -9.930
O: -14.806 -0.944 -9.099
O: -13.123 -1.271 -10.634
C: -12.206 -0.159 -10.220
H: -15.215 -4.806 -9.734
H: -16.352 -3.496 -10.007
H: -15.528 -3.562 -8.527
H: -12.597 0.443 -9.399
H: -12.129 0.439 -11.128
H: -11.250 -0.641 -10.011
C: -16.969 7.949 -3.228
O: -16.366 6.667 -3.012
C: -16.148 5.810 -4.007
O: -16.614 5.895 -5.132
O: -15.251 4.845 -3.597
C: -15.126 3.682 -4.397
H: -16.191 8.712 -3.186
H: -17.612 8.260 -2.405
H: -17.489 8.117 -4.171
H: -14.066 3.428 -4.378
H: -15.594 3.693 -5.381
H: -15.600 2.864 -3.854
C: -16.486 11.468 3.495
O: -16.663 12.390 4.561
C: -17.281 12.092 5.637
O: -17.798 11.018 5.972
O: -17.354 13.166 6.412
C: -17.859 13.175 7.746
H: -16.055 10.510 3.787
H: -15.840 11.981 2.783
H: -17.459 11.164 3.109
H: -17.069 13.056 8.488
H: -18.787 12.621 7.886
H: -18.166 14.213 7.875
C: -5.263 2.913 2.545
O: -5.972 3.472 1.526
C: -7.301 3.336 1.523
O: -7.921 2.800 2.388
O: -7.792 4.011 0.414
C: -9.087 3.697 0.012
H: -5.433 1.837 2.508
H: -5.691 3.395 3.424
H: -4.198 3.140 2.485
H: -9.048 2.837 -0.657
H: -9.501 4.517 -0.575
H: -9.802 3.497 0.810
C: -20.360 17.327 -8.754
O: -20.074 16.251 -7.860
C: -21.090 15.709 -7.138
O: -22.249 16.074 -7.229
O: -20.574 14.794 -6.334
C: -21.369 14.250 -5.350
H: -20.762 18.148 -8.161
H: -20.997 16.999 -9.576
H: -19.476 17.749 -9.232
H: -21.815 13.403 -5.873
H: -22.042 14.991 -4.921
H: -20.792 13.869 -4.507
C: -11.383 13.617 -1.822
O: -11.715 12.933 -3.108
C: -11.857 11.662 -3.199
O: -11.767 10.889 -2.259
O: -12.068 11.343 -4.484
C: -12.233 10.012 -4.794
H: -10.541 13.187 -1.281
H: -12.206 13.688 -1.111
H: -11.104 14.657 -1.992
H: -12.146 9.242 -4.027
H: -11.274 9.791 -5.263
H: -12.954 9.859 -5.597

Force components x, y, z for each atom (eV/Å):
-1.3 -3.0 1.0
-0.6 -0.9 1.1
3.9 1.6 0.3
-0.2 3.8 -1.3
0.0 -2.5 1.0
-1.4 0.1 -1.1
-0.2 0.5 0.1
0.0 0.6 -0.7
0.1 0.4 -0.4
-0.3 -0.4 0.0
-0.8 0.4 1.2
-0.9 -0.7 0.2
1.9 1.4 1.4
-1.0 -0.6 -1.8
-0.5 0.1 -1.3
-0.2 -0.7 1.9
0.0 -0.8 -1.1
-0.1 0.4 0.0
0.5 -0.9 0.7
0.5 0.4 -1.2
0.4 0.8 0.1
0.3 0.1 -0.2
0.7 -0.1 -0.5
-2.3 -0.6 1.4
0.9 1.6 -1.9
-1.3 -0.5 0.3
1.8 -1.2 0.9
2.2 0.1 -1.2
0.1 0.3 0.4
-0.2 0.3 -0.3
0.4 -0.2 0.0
-0.2 0.0 1.2
-0.6 0.2 0.0
-1.5 0.2 -0.1
-1.7 0.0 1.4
0.9 1.3 -1.3
-0.7 0.6 3.6
1.3 -1.9 -2.6
0.6 0.5 0.1
-1.2 -0.8 -0.9
0.5 0.3 -0.2
0.2 0.3 -0.6
0.3 0.0 0.2
-0.1 -0.4 0.0
0.1 0.1 0.2
-0.2 0.1 0.2
0.3 1.1 -0.2
0.1 -0.3 0.4
0.2 -0.1 -1.6
0.5 -0.3 1.5
-1.5 1.8 -0.1
0.0 -1.1 0.5
0.4 -0.2 -0.2
-0.2 -0.9 0.1
0.0 -0.8 0.0
0.0 0.2 -0.6
0.4 0.6 0.0
-0.2 0.0 0.1
-0.4 -0.8 0.0
1.4 0.9 -1.6
-2.7 -2.8 3.3
1.1 1.4 -1.2
0.7 1.0 -0.2
-0.6 1.1 -0.2
0.4 0.3 0.5
-0.3 -0.2 0.0
0.0 0.5 -0.4
-0.1 -0.8 -0.2
0.5 -0.7 0.0
0.0 0.1 -0.1
-0.1 -0.6 1.9
-1.0 1.5 -3.4
0.3 1.2 -0.8
-0.6 -0.4 -0.1
1.6 -0.6 1.8
-1.4 -0.4 -0.7
0.2 -0.1 0.6
0.5 -0.7 0.8
-0.2 0.1 -0.4
-0.1 -0.2 0.1
0.3 0.2 0.1
0.4 0.0 0.3
-0.6 0.4 0.2
0.5 -0.8 0.2
-0.7 1.7 -1.0
1.2 -0.7 0.4
2.0 1.3 -0.9
-1.2 -1.0 0.7
-0.5 -0.1 -0.3
-0.4 0.1 0.3
0.5 -0.7 0.4
-0.9 -0.1 0.8
-0.4 -0.2 -0.4
0.5 0.1 -0.4
0.0 -0.4 -0.1
0.6 3.9 1.0
0.2 -2.3 1.5
-0.2 0.2 -1.0
-0.8 1.8 1.4
2.2 -2.2 -1.7
-0.1 -0.6 -0.5
-0.4 -0.6 -0.4
-0.1 -0.2 -0.9
-1.2 0.6 0.7
0.2 -0.4 -0.7
-0.4 0.1 0.6

Results
E_LUMO: 0.29 eV
Energy above the lowest of the compared OMol25 structures with the same formula, charge and spin: 5.731 eV
F_max: 5.1 eV Å⁻¹

---

3.
Here is a molecular structure, C27H52O9Si4Ti from the OMol25 dataset. Energies are from the ωB97M-V functional and the def2-TZVPD basis.

Element x y z (Å)
Ti: -0.515 -0.193 0.170
C: -3.249 1.365 -0.197
C: -4.054 0.105 -0.396
O: -3.113 -0.901 -0.699
C: -3.677 -2.193 -0.845
C: -2.564 -3.127 -1.229
O: -1.533 -2.957 -0.261
C: -0.428 -3.834 -0.404
C: 0.834 -2.992 -0.407
O: 0.746 -1.922 0.546
C: 0.762 -2.278 1.936
C: -0.635 -2.156 2.518
O: -1.124 -0.882 2.071
C: -2.397 -0.437 2.553
C: -2.517 1.009 2.110
O: -2.167 1.134 0.722
H: -3.864 2.190 0.166
H: -2.771 1.659 -1.129
H: -4.770 0.245 -1.213
H: -4.624 -0.156 0.505
H: -4.450 -2.197 -1.619
H: -4.130 -2.504 0.105
H: -2.183 -2.871 -2.220
H: -2.930 -4.157 -1.234
H: -0.477 -4.396 -1.340
H: -0.432 -4.555 0.420
H: 0.954 -2.496 -1.367
H: 1.724 -3.588 -0.199
H: 1.442 -1.584 2.425
H: 1.131 -3.296 2.064
H: -0.586 -2.162 3.609
H: -1.308 -2.935 2.162
H: -2.417 -0.491 3.643
H: -3.178 -1.075 2.134
H: -1.822 1.634 2.666
H: -3.535 1.363 2.276
O: 0.147 1.211 -3.542
C: -0.288 0.251 -2.972
O: -0.327 0.135 -1.648
C: -0.842 -0.947 -3.695
C: -2.135 -0.915 -4.187
C: -2.683 -2.009 -4.869
C: -1.878 -3.109 -5.023
O: -2.171 -4.306 -5.609
C: -0.931 -5.008 -5.689
O: -0.018 -4.353 -4.804
C: -0.578 -3.138 -4.537
C: -0.026 -2.074 -3.872
H: -2.728 -0.016 -4.065
H: -3.686 -1.985 -5.271
H: -0.547 -4.963 -6.710
H: -1.075 -6.035 -5.364
H: 1.006 -2.090 -3.542
C: -0.743 4.260 1.810
Si: 0.582 3.673 0.590
C: -0.164 3.742 -1.137
C: 2.012 4.893 0.663
Si: 1.262 1.474 1.088
Si: 1.797 1.449 3.378
C: 2.959 0.024 3.846
C: 0.281 1.253 4.502
C: 2.628 3.052 3.896
Si: 3.311 1.196 -0.039
C: 3.239 1.950 -1.759
C: 3.716 -0.642 -0.249
C: 4.729 2.001 0.903
H: -0.899 5.339 1.717
H: -0.479 4.058 2.852
H: -1.702 3.778 1.598
H: -0.415 4.770 -1.413
H: -1.081 3.150 -1.195
H: 0.516 3.342 -1.891
H: 1.649 5.897 0.425
H: 2.783 4.640 -0.070
H: 2.485 4.932 1.645
H: 2.411 -0.873 4.149
H: 3.566 0.316 4.708
H: 3.647 -0.252 3.043
H: -0.247 0.314 4.310
H: -0.427 2.078 4.392
H: 0.597 1.240 5.549
H: 3.547 3.242 3.338
H: 2.885 2.995 4.958
H: 1.967 3.910 3.758
H: 2.397 1.567 -2.340
H: 4.160 1.723 -2.305
H: 3.145 3.038 -1.719
H: 3.008 -1.108 -0.941
H: 3.682 -1.189 0.698
H: 4.718 -0.764 -0.669
H: 4.561 3.073 1.030
H: 5.660 1.874 0.343
H: 4.877 1.565 1.895

Force components x, y, z for each atom (eV/Å):
0.2 0.3 -0.6
0.0 0.0 0.0
0.0 0.0 0.0
0.0 0.0 0.0
0.0 0.0 0.1
0.1 0.1 -0.1
0.0 -0.1 0.0
0.0 0.0 0.0
-0.1 0.0 0.0
-0.1 0.1 0.1
0.0 -0.1 0.0
0.1 0.0 0.0
0.0 0.0 -0.1
0.0 0.0 0.0
-0.1 -0.1 0.0
0.0 -0.1 0.1
0.0 0.0 0.0
0.0 0.0 0.0
0.0 0.0 0.0
0.0 0.0 0.0
0.0 0.0 0.0
0.0 0.0 0.0
0.0 0.0 0.0
0.0 0.0 0.0
0.0 0.0 0.0
0.0 0.0 0.0
0.0 0.0 0.0
0.0 0.0 0.0
0.0 0.0 0.0
0.1 0.0 0.0
0.0 0.0 0.0
0.0 0.0 0.0
0.0 0.0 0.0
0.0 0.0 0.0
0.1 0.0 0.0
0.0 0.1 0.0
0.0 0.1 0.1
0.0 -0.1 -0.3
0.1 -0.1 0.5
0.0 0.0 0.1
0.0 0.0 0.0
0.0 0.0 0.0
0.1 0.0 0.0
-0.1 0.0 0.0
0.0 0.0 0.0
0.1 0.0 0.0
-0.1 0.0 0.0
0.1 0.0 0.0
0.0 0.0 0.0
0.0 0.0 0.0
0.0 0.0 0.0
0.0 0.0 0.0
0.0 0.0 0.0
0.0 0.0 0.0
0.0 0.0 0.0
0.0 0.0 0.0
0.0 0.0 -0.1
-0.1 0.0 -0.1
0.0 0.0 0.1
0.0 0.0 0.0
0.0 0.0 0.0
0.0 0.0 0.0
0.0 0.0 0.0
0.0 0.0 0.0
0.0 0.0 0.0
0.0 0.0 0.0
0.0 0.0 0.0
0.0 0.0 0.0
0.0 0.0 0.0
0.0 0.0 0.0
0.0 0.0 0.0
0.0 0.0 0.0
0.0 0.0 0.0
0.0 0.0 0.0
0.0 0.0 0.0
0.0 0.0 0.0
0.0 0.0 0.0
0.0 0.0 0.0
0.0 0.0 0.0
0.0 0.0 0.0
0.0 0.0 0.0
0.0 0.0 0.0
0.0 0.0 0.0
0.0 0.0 0.0
0.0 0.0 0.0
0.0 0.0 0.0
0.0 0.0 0.0
0.0 0.0 0.0
0.0 0.0 0.0
0.0 0.0 0.0
0.0 0.0 0.0
0.0 0.0 0.0
0.0 0.0 0.0

Results
E_LUMO (spin up / spin down): -2.24 / -2.24 eV
2S+1: 2
Net charge: +1
Expectation value of S²: 0.7583
Energy above the lowest of the compared OMol25 structures with the same formula, charge and spin: 0.480 eV
F_max: 0.7 eV Å⁻¹

---

The lowest energy above the lowest of the compared OMol25 structures with the same formula, charge and spin belongs to which entry?
C27H52O9Si4Ti